The following is a quantum chemistry calculation of a molecular structure, C27H30N7NaPSbSe5, from OMol25.

Results
Total charge: -2
Spin multiplicity: 1
F_max: 0.72 eV Å⁻¹
Total energy: -385894.15372 eV
HOMO energy: -0.022 Eh

Cartesian coordinates (Å):
Na  -0.301  -0.869  -0.554
C  -0.226  0.297  3.372
C  -1.487  -0.162  3.728
C  -1.877  -1.456  3.408
C  -1.006  -2.296  2.728
C  0.254  -1.835  2.369
C  0.646  -0.538  2.685
H  0.063  1.321  3.576
H  -2.190  0.511  4.199
H  -2.884  -1.788  3.625
H  -1.334  -3.285  2.431
H  0.929  -2.483  1.815
H  1.607  -0.151  2.364
N  -0.016  0.781  -2.866
C  0.522  -0.036  -3.800
C  1.274  0.432  -4.871
C  1.845  -0.441  -5.804
C  1.681  -1.801  -5.725
C  0.934  -2.330  -4.649
C  0.699  -3.715  -4.477
C  -0.015  -4.166  -3.404
C  -0.468  -3.224  -2.458
N  -0.252  -1.942  -2.578
C  0.389  -1.464  -3.672
H  0.032  1.784  -2.998
H  -0.881  0.528  -2.359
H  1.412  1.501  -4.982
H  2.420  -0.017  -6.619
H  2.103  -2.469  -6.466
H  1.090  -4.406  -5.216
H  -0.225  -5.217  -3.262
H  -1.023  -3.550  -1.582
Se  -1.136  3.976  -1.328
Sb  -0.566  2.622  0.566
Se  2.288  2.594  0.249
Se  -3.732  1.925  1.361
Se  1.214  4.122  1.781
C  5.629  -0.299  -0.817
N  4.891  -0.527  -2.055
C  4.965  -1.943  -2.392
N  4.506  -2.842  -1.332
C  5.256  -2.532  -0.116
N  5.192  -1.137  0.300
C  3.842  -0.763  0.732
P  2.556  -0.957  -0.596
C  3.498  -0.080  -1.933
C  3.065  -2.676  -1.110
H  5.531  0.750  -0.531
H  6.684  -0.520  -1.009
H  6.011  -2.186  -2.607
H  4.372  -2.125  -3.292
H  6.306  -2.783  -0.297
H  4.884  -3.161  0.697
H  3.826  0.285  1.042
H  3.562  -1.364  1.602
H  3.475  0.992  -1.720
H  2.988  -0.224  -2.888
H  2.535  -2.931  -2.034
H  2.736  -3.394  -0.351
Se  -2.642  -0.012  0.450
N  -2.434  0.170  -1.341
C  -3.136  -0.869  -1.911
C  -3.250  -1.084  -3.282
C  -3.842  -2.248  -3.778
C  -4.365  -3.185  -2.897
C  -4.316  -2.961  -1.519
C  -3.709  -1.814  -1.002
N  -3.545  -1.576  0.341
H  -2.837  -0.343  -3.960
H  -3.890  -2.412  -4.849
H  -4.824  -4.095  -3.273
H  -4.731  -3.685  -0.825